DFT (ωB97M-V/def2-TZVPD) results for an isolated molecule of C6H12N2O.

SMILES = C=C(C)[C@H](C)NC(N)=O
HOMO-LUMO gap = 9.69 eV
Net charge = 0
Energy above the lowest of the compared OMol25 structures with the same formula, charge and spin = 59.4 kcal/mol
HOMO = -8.96 eV

Each line ends with the Mulliken charge.
Element x y z (Å)
C -2.33357 -0.48145 0.04180  0.29
N -2.91302 -0.55700 1.27251  -0.37
N -0.75918 -0.29112 0.19505  -0.23
C 2.04799 -0.30451 0.84636  -1.11
H 0.89777 -1.44577 -2.00379  0.35
C 0.15337 1.96606 0.20428  -1.51
H -0.97724 -1.33636 0.45114  0.34
C 1.39307 -0.24704 -0.30961  0.79
O -2.96117 -0.24282 -0.96379  -0.59
H -0.78817 2.47621 0.00663  0.41
H -3.91359 -0.49076 1.35456  0.22
H 2.91658 -0.93534 0.96476  0.33
C 1.78581 -1.05982 -1.50554  -1.32
H -2.35379 -0.74238 2.08552  0.22
H 2.33264 -0.44011 -2.21998  0.28
C 0.13660 0.59481 -0.47682  0.20
H 2.43841 -1.88586 -1.22728  0.41
H 0.98591 2.56568 -0.15905  0.38
H 1.76669 0.28890 1.69989  0.23
H -0.10832 0.70097 -1.53995  0.38
H 0.25322 1.86771 1.28330  0.30



DFT (ωB97M-V/def2-TZVPD) results for a cluster of 2 separate species, C6H12N2O2 in total.

SMILES = C[C@H]1N[C@H]1[C@@H](O)CC#N.O
HOMO-LUMO gap = 10.62 eV
Net charge = 0
Energy above the lowest of the compared OMol25 structures with the same formula, charge and spin = 45.2 kcal/mol
HOMO = -10.18 eV

Each line ends with the Mulliken charge.
Element x y z (Å)
C 2.47302 0.04087 -0.43432  0.20
H -2.10788 -2.44977 -0.30000  0.25
C 1.27258 -0.70299 -0.03973  -0.55
H -3.14470 1.60014 -0.65697  0.30
H -3.83628 0.38421 -1.75677  0.37
H 4.50668 0.50810 2.07117  0.29
H -2.12808 0.84459 -1.91059  0.34
O 0.08950 1.30704 0.68408  -0.53
H -3.38292 -0.67489 0.49177  0.44
N -1.80416 -1.56674 -0.69982  -0.62
C -2.58436 -0.42662 -0.21282  0.09
H 1.16965 -1.57643 -0.69999  0.35
H 0.09010 1.06922 1.61757  0.36
C -2.93613 0.66292 -1.19100  -1.33
N 3.37310 0.61039 -0.89403  -0.50
C -0.01148 0.14588 -0.10673  -0.17
H 5.00326 1.28501 0.79840  0.36
O 5.03394 1.28733 1.77806  -0.66
H 1.42448 -1.07845 0.98419  0.33
C -1.21323 -0.68338 0.29878  -0.01
H -0.13909 0.49415 -1.13929  0.25
H -1.14799 -1.08060 1.31806  0.45



DFT (ωB97M-V/def2-TZVPD) results for an isolated molecule of C6H12N2O2.

SMILES = CC(=O)C(C)(C)NC(N)=O
HOMO-LUMO gap = 9.08 eV
Net charge = 0
Energy above the lowest of the compared OMol25 structures with the same formula, charge and spin = 41.8 kcal/mol
HOMO = -8.42 eV

Each line ends with the Mulliken charge.
Element x y z (Å)
H -0.05563 1.10076 -1.92353  0.33
C 0.43873 -0.56454 1.88810  -1.43
H 1.37981 1.92758 1.09376  0.36
O -1.55903 1.29714 0.95037  -0.63
C 1.68941 1.09106 0.45702  -1.59
O -0.02531 -2.83757 -1.63181  -0.54
C 0.63920 -0.00293 0.48846  0.78
C -0.13921 -1.84515 -0.96088  0.28
H 1.86943 1.46786 -0.55469  0.37
N 0.85551 -1.02100 -0.49010  -0.07
H -2.05574 -1.11779 0.36311  0.27
H 1.35132 -1.05167 2.25323  0.40
H -0.93622 2.47737 -1.20992  0.31
N -1.54775 -1.25139 -0.49891  -0.47
H 1.63498 -0.95579 -1.13186  0.28
H 0.12553 0.23072 2.57307  0.32
H -1.82490 1.12552 -1.91680  0.35
H 2.65844 0.72590 0.82173  0.45
H -0.34226 -1.32871 1.92537  0.36
C -0.93292 1.39445 -1.34417  -1.37
H -2.23107 -1.59328 -1.16494  0.24
C -0.99232 0.73146 0.01340  1.00



DFT (ωB97M-V/def2-TZVPD) results for a cluster of 2 separate species, C6H12N2O2 in total.

SMILES = C[C@]12C[C@H]1CN2C(N)=O.O
HOMO-LUMO gap = 9.66 eV
Net charge = 0
Energy above the lowest of the compared OMol25 structures with the same formula, charge and spin = 38.5 kcal/mol
HOMO = -8.88 eV

Each line ends with the Mulliken charge.
Element x y z (Å)
C -4.51438 1.10134 -1.55668  0.79
N -3.56169 0.00921 -1.72182  0.20
H -3.08920 2.40563 -2.72519  0.17
H -4.36195 -1.12335 -3.35535  0.28
N -1.45964 -0.96303 -1.67316  -0.50
H -1.73835 -1.51303 -2.47697  0.26
H -5.83125 1.05459 -3.49914  0.35
H -5.66481 0.20692 0.01723  0.30
C -5.40217 1.20610 -0.35726  -1.52
H -3.01776 -0.01944 -3.82797  0.36
C -2.41466 -0.18998 -1.02515  0.55
H -4.91123 1.76473 0.45097  0.28
C -3.87530 -0.16052 -3.15115  -0.73
H -2.61143 -3.02351 -0.73604  0.33
O -3.59754 -3.02700 -0.62988  -0.65
C -4.13945 2.22181 -2.48231  -0.77
H -4.76021 3.11469 -2.39483  0.30
O -2.21810 0.28408 0.09303  -0.65
H -3.74900 -3.26056 0.29044  0.30
H -6.32541 1.73360 -0.63054  0.43
H -0.56494 -0.50519 -1.79257  0.20
C -4.84822 1.01094 -3.03389  -0.29



DFT (ωB97M-V/def2-TZVPD) results for a structure of composition C6H12N2O2.

HOMO-LUMO gap = 9.60 eV
Net charge = 0
Energy above the lowest of the compared OMol25 structures with the same formula, charge and spin = 95.3 kcal/mol
HOMO = -8.91 eV

Each line ends with the Mulliken charge.
Element x y z (Å)
C -0.03978 0.30353 0.02739  1.23
H 0.34957 2.32375 -0.79614  0.36
H 2.19139 0.95953 -1.14628  0.30
H 0.82604 -2.29383 0.06346  0.20
H 2.27763 0.14298 2.44540  0.33
C -1.21033 0.79889 0.91558  -0.80
H 1.73167 -1.39927 1.76541  0.30
H 2.70374 -0.65772 -0.57282  0.32
C 1.46020 -0.33172 1.88384  -0.93
O -1.50035 -1.04764 -1.35219  -0.61
N -0.12278 -2.19679 -0.28243  -0.77
H -2.03789 0.09312 1.06382  0.26
H -1.55315 -2.24829 -1.03480  0.53
N 1.25986 0.38098 0.64010  0.04
H 0.55428 -0.29738 2.50268  0.28
H -0.72614 1.33986 -1.86769  0.31
H -0.87177 1.20129 1.88089  0.38
C -0.35155 -0.98845 -0.72370  0.19
C 2.40126 0.35891 -0.25125  -0.95
O -1.53963 1.84790 0.00105  -0.42
H 3.26589 0.81423 0.25319  0.34
C -0.41917 1.53880 -0.83247  -0.91



DFT (ωB97M-V/def2-TZVPD) results for the ion C6H12N2O2 with charge +2.

HOMO-LUMO gap (alpha / beta) = 5.11 / 5.54 eV
Net charge = +2
Multiplicity = 3
HOMO (alpha / beta) = -12.83 / -15.91 eV

Each line ends with the Mulliken charge.
Element x y z (Å)
H -0.67414 -2.24407 1.22017  0.41
C 1.14616 -1.72011 0.39304  -0.50
C 2.17419 -1.01486 0.05721  0.09
C -1.03442 -0.47330 -0.18883  0.67
H 3.63973 -0.41035 -0.98411  0.41
H -1.49717 1.65294 0.32503  0.42
H -0.60358 -0.38938 -2.08558  0.36
H 1.51452 2.96919 -0.77099  0.40
H -2.87302 -0.89250 0.93735  0.39
O 3.26950 -0.48852 -0.07713  -0.43
C -0.72643 0.99779 0.04884  -0.84
N -2.48755 -0.80829 -0.06252  -0.25
H 1.23895 -2.74531 0.37263  0.44
H 0.03684 -0.50973 1.61044  0.40
N 0.95338 2.77605 0.02520  -0.14
H -2.85197 -0.38314 -0.87688  0.36
C 0.54197 1.38260 -0.04103  -0.14
O -0.76606 -1.09304 -1.45609  -0.45
H -2.52034 -1.79090 -0.18322  0.35
C -0.22007 -1.29448 0.88597  -0.71
H 0.20201 3.44029 0.04676  0.37
H 1.53749 3.03914 0.80376  0.38



DFT (ωB97M-V/def2-TZVPD) results for an isolated molecule of C6H12N2O3.

HOMO-LUMO gap (alpha / beta) = 4.02 / 5.63 eV
Net charge = 0
Energy above the lowest of the compared OMol25 structures with the same formula, charge and spin = 74.9 kcal/mol
Multiplicity = 3
HOMO (alpha / beta) = -3.38 / -9.76 eV

Each line ends with the Mulliken charge.
Element x y z (Å)
N 1.50016 0.30891 1.05036  -0.61
H -0.66875 -1.90574 -0.61823  0.21
O -2.76547 0.49143 1.00690  -0.43
C -0.63681 -0.07220 0.08091  1.16
C 1.27268 -1.13993 -0.96326  -0.52
O -0.34420 1.02626 -0.78934  -0.12
H 1.52371 -2.20972 -1.26853  0.40
C -2.26753 -0.36242 0.30062  0.32
H -0.25170 0.95527 2.01103  0.53
H 3.09148 -0.56934 0.05090  0.47
H -1.11073 2.56586 -1.91313  0.32
N -0.06029 -1.19936 -0.46732  -0.30
O -2.65990 -1.37071 -0.29352  -0.59
C 2.10539 -0.80579 0.29413  -1.70
H 1.35645 -0.37667 -1.73851  0.36
H -0.10848 -0.88828 2.02563  0.37
H 2.12201 0.46219 1.86697  1.69
H 1.32588 1.06343 0.36436  0.34
H 2.03670 -1.80105 0.65252  0.33
C 0.07593 0.04162 1.47024  -1.95
C -1.42921 1.87407 -1.14930  -0.88
H -1.83717 2.60293 -0.35599  0.27
H -2.27017 1.30924 -1.61746  0.35



DFT (ωB97M-V/def2-TZVPD) results for the ion C6H12N3O2 with charge +1.

SMILES = C/C=C/[NH+]=C(/N(C)C)[N+](=O)[O-]
HOMO-LUMO gap = 8.30 eV
Net charge = +1
Energy above the lowest of the compared OMol25 structures with the same formula, charge and spin = 113.8 kcal/mol
HOMO = -13.10 eV

Each line ends with the Mulliken charge.
Element x y z (Å)
H 3.69249 -0.03458 0.78055  0.34
N 1.14424 1.66073 0.02050  0.90
C 1.65073 -2.06599 0.07842  -1.18
H 2.60007 -2.54329 0.30767  0.40
O 1.81072 1.98330 0.96133  -0.48
H 3.30789 0.73800 -0.76550  0.40
N 1.86565 -0.63831 -0.06160  0.09
H -1.41628 1.70534 0.00389  0.35
C -2.78737 0.10246 0.05093  -0.21
H 0.96465 -2.27685 0.90024  0.47
H -0.63233 -1.16302 -0.10783  0.23
H -3.83486 1.96272 0.09549  0.32
H 3.80211 -0.95055 -0.73502  0.45
O 0.67717 2.34459 -0.84224  -0.49
C -4.03147 0.89509 0.11727  -1.25
H -4.68239 0.63063 -0.71602  0.34
C 3.23757 -0.18931 -0.20044  -1.07
C -1.56708 0.63795 0.00640  -0.06
H -4.57696 0.64782 1.02849  0.33
N -0.42448 -0.16736 -0.06140  -0.04
C 0.84522 0.19493 -0.05551  0.50
H 1.26409 -2.50004 -0.84649  0.36
H -2.90938 -0.97427 0.04088  0.31



DFT (ωB97M-V/def2-TZVPD) results for a structure of composition C6H12N3O2.

HOMO-LUMO gap = 9.67 eV
Net charge = +1
Energy above the lowest of the compared OMol25 structures with the same formula, charge and spin = 85.4 kcal/mol
HOMO = -13.98 eV

Each line ends with the Mulliken charge.
Element x y z (Å)
H -3.53330 -1.93523 0.98071  0.34
H -3.50940 -1.57267 -0.76039  0.36
H 0.64727 0.32378 -1.86346  0.35
H -2.53837 0.89642 -0.38840  0.33
H 2.08769 2.35675 -1.02359  0.32
H -2.50611 -2.88079 -0.10759  0.34
H 1.43463 -1.22685 -1.44792  0.27
O -0.10215 -2.41847 -0.11884  -0.41
H 2.08175 2.33236 1.42365  0.34
N 1.22695 0.54751 1.07298  -0.44
H -3.03328 0.44380 1.24799  0.33
O 2.62004 0.35897 -1.22272  -0.35
C 2.33948 1.40001 0.90618  -0.32
C -2.20358 0.43394 0.54221  -0.87
H 3.14474 0.94272 1.49489  0.35
N -1.81710 -0.93463 0.30411  -0.01
C -0.64203 -1.41286 0.12586  0.88
H -1.37974 1.00090 0.96487  0.34
N 0.73441 -0.10883 0.15121  0.40
C 2.73432 1.60414 -0.55263  -0.47
C 1.34693 -0.17096 -1.16429  -0.42
H 3.77455 1.90979 -0.65627  0.33
C -2.90770 -1.88980 0.09145  -0.97



DFT (ωB97M-V/def2-TZVPD) results for the ion C6H12N3S with charge +1.

SMILES = C=[N+]=NN1C[C@@H](C)CCS1
HOMO-LUMO gap = 9.12 eV
Net charge = +1
Energy above the lowest of the compared OMol25 structures with the same formula, charge and spin = 74.0 kcal/mol
HOMO = -13.34 eV

Each line ends with the Mulliken charge.
Element x y z (Å)
N -0.70683 0.75366 0.40263  0.65
H 0.99382 1.92602 0.42860  0.35
N -2.45476 -0.33952 1.44627  -0.33
N -1.35779 0.18208 1.30966  -0.07
H 0.08671 -1.02977 -1.54643  0.33
C 0.86190 -0.26230 -1.61093  -0.88
H 1.59938 -0.60450 -2.33624  0.45
C 0.72252 0.88955 0.63737  -0.94
H 2.51798 0.39076 -0.40827  0.30
C 1.75407 -1.41607 0.44636  -1.54
H -4.02655 0.51611 2.44907  0.27
H -0.11783 0.94396 -3.13057  0.45
H 0.91700 0.68325 1.69051  0.47
C -3.58564 -0.35221 1.97083  -0.19
C 1.54245 -0.07568 -0.24872  0.57
H -4.14477 -1.27680 1.95894  0.26
H 0.94881 1.86849 -2.05493  0.35
H 2.38391 -1.29476 1.32388  0.43
S -1.24312 1.42998 -1.14442  0.03
H 2.25104 -2.10947 -0.22723  0.39
C 0.24955 1.03437 -2.10836  -0.67
H 0.80815 -1.85713 0.75198  0.33



DFT (ωB97M-V/def2-TZVPD) results for a cluster of 2 separate species, C6H12N4 in total.

HOMO-LUMO gap (alpha / beta) = 9.46 / 5.40 eV
Net charge = +2
Energy above the lowest of the compared OMol25 structures with the same formula, charge and spin = 78.3 kcal/mol
HOMO (alpha / beta) = -17.73 / -16.17 eV

Each line ends with the Mulliken charge.
Element x y z (Å)
C -0.05847 -2.07956 0.65629  0.38
H -0.32126 -3.78352 2.86034  0.36
C 0.07864 2.91694 -0.31648  -0.40
N 0.67361 -2.40523 1.66468  -0.13
H -0.40223 3.86897 -2.81616  0.36
H -0.12395 3.97066 -0.18550  0.41
N 0.27750 1.95329 0.60693  0.08
H 1.31318 -3.36605 3.25204  0.31
C 0.35475 -2.95986 2.89850  -0.84
C -0.23229 2.82002 -2.87871  -1.20
H 0.71382 2.64722 -3.58786  0.35
N 0.12881 0.96019 -1.28625  -0.02
C 0.01299 2.26971 -1.54537  0.80
H -1.00073 2.27716 -3.44261  0.38
H 0.44283 2.16915 1.56520  0.20
H 1.67524 -2.28256 1.50464  0.32
H -1.47571 -3.47374 0.11779  0.30
H -1.51077 -1.95418 -0.69192  0.28
H 0.08979 -2.07134 3.55818  0.31
N -1.08643 -2.46863 0.07482  -0.24
C 0.21661 0.72485 0.06021  -0.32
H 0.23409 0.26651 -2.06878  0.32



DFT (ωB97M-V/def2-TZVPD) results for an isolated molecule of C6H12N4O2.

SMILES = C[C@@H]1CN(N=O)C[C@@H](C)N1N=O
HOMO-LUMO gap = 9.94 eV
Net charge = 0
Energy above the lowest of the compared OMol25 structures with the same formula, charge and spin = 176.0 kcal/mol
HOMO = -9.77 eV

Each line ends with the Mulliken charge.
Element x y z (Å)
C -1.62821 0.10471 -1.88378  -1.07
N -0.98505 0.59788 0.99765  0.78
O 2.67336 -1.27480 -1.67718  -0.48
C 1.28975 0.01467 0.12111  0.41
O -1.37757 2.40511 2.17185  -0.46
H 0.16544 2.16660 0.46023  0.30
H -1.26314 -1.55137 1.00618  0.27
H -0.71649 -2.05781 -1.25733  0.34
H 0.90959 1.35819 1.82661  0.32
H 2.20351 -0.05575 2.10673  0.33
H -1.40676 0.17562 -3.06518  0.28
C 1.57476 -0.79603 1.39095  -1.25
N 1.41327 -1.26824 -2.00502  -0.41
N -1.94766 1.40961 1.52610  -0.45
C -0.82226 -0.92446 -1.10296  0.11
H -2.48337 -0.61675 0.02062  0.49
H 1.99169 -1.85581 1.21627  0.31
C -1.35551 -0.66612 0.39096  -0.98
C 0.48026 1.05893 0.86630  -0.92
N 0.65590 -0.71085 -1.06830  0.79
H -2.72902 0.12208 -1.79253  0.34
H 0.77749 -0.99879 2.26090  0.28
H 2.31133 0.24445 -0.22843  0.39
H -1.31460 1.07786 -1.35987  0.28